20
Properties=species:S:1:pos:R:3:forces:R:3:nbo_charge:R:1 method="wB97M-V/def2-TZVPD" gap_ha=0.3937 e_above_lowest_kj_mol=175.2 smiles="CC(N)=O.CCC" homo_energy_ev=-9.86 charge=0
C -2.301774 -1.857187 -0.280922 1.58 -0.12 2.08 -0.74
C -1.114278 -2.005712 0.793829 1.40 -0.81 -6.39 0.71
O -1.331618 -2.064375 1.920563 -0.80 -0.02 5.29 -0.57
N 0.211272 -2.210544 0.265187 -1.64 -0.36 4.68 -0.88
H -2.355776 -2.839595 -0.835417 -0.55 1.42 0.56 0.24
H -2.050468 -0.996783 -0.848061 0.48 0.39 -1.46 0.22
H 0.959062 -2.579847 0.884373 -1.20 0.62 -0.58 0.40
H 0.414290 -2.175785 -0.651529 0.48 0.13 -3.64 0.37
H -3.132810 -1.422952 0.324142 0.11 -1.43 -0.49 0.24
C 0.518068 1.423669 -0.512042 -0.78 -1.00 3.28 -0.39
C 0.471769 2.881836 0.008853 2.31 -1.09 -2.15 -0.62
C 1.828518 0.627862 -0.010891 -1.30 -0.96 -3.97 -0.61
H -0.296972 0.903723 0.125308 0.82 0.54 -1.36 0.18
H 0.171119 1.432589 -1.567951 0.86 -0.52 0.55 0.21
H -0.529724 3.193947 -0.042575 -0.98 1.10 0.28 0.21
H 2.711144 1.165382 -0.398806 -0.09 -0.42 0.57 0.20
H 1.809893 0.429343 1.036708 0.05 0.42 0.75 0.21
H 1.190454 3.463943 -0.579385 -0.80 0.38 -1.08 0.20
H 1.044351 3.073948 0.869341 -0.35 -0.47 2.28 0.21
H 1.783477 -0.443458 -0.500732 0.41 2.20 0.82 0.20

79
Properties=species:S:1:pos:R:3:forces:R:3:mulliken_spin:R:1 method="wB97M-V/def2-TZVPD" gap_ha="0.2353 / 0.2352" e_above_lowest_kj_mol=46.8 homo_energy_ev="-4.01 / -4.01" charge=-1 s_squared=2.0019 multiplicity=3
Pr 0.396956 0.119055 -0.857577 0.20 -0.95 0.08 2.02
C 4.492668 -2.540992 -0.045099 0.01 0.04 -0.09 0.00
C 3.475195 -1.862820 -0.744561 0.08 0.06 0.06 0.00
N 2.260408 -1.727026 -0.280594 -0.31 -0.39 0.09 0.00
C 1.926208 -2.330252 0.898581 -0.03 0.07 -0.18 0.00
C 2.899271 -2.943961 1.709759 0.10 0.04 0.13 0.00
C 4.208885 -3.041802 1.189105 0.01 -0.03 0.06 0.00
C 2.558131 -3.407918 3.005056 0.04 0.02 -0.10 0.00
C 1.275090 -3.246434 3.435181 -0.17 0.07 -0.04 0.00
C 0.273860 -2.719162 2.591942 0.07 -0.08 0.17 0.00
C 0.538343 -2.318702 1.294549 -0.18 0.01 -0.20 0.00
N -0.374255 -1.861455 0.361233 -0.07 -0.01 0.28 0.00
C -1.685075 -2.262604 0.362529 0.25 -0.04 -0.14 0.00
C -2.221679 -3.327869 1.073918 -0.19 -0.02 0.13 0.00
C -3.603990 -3.597427 1.099787 0.17 -0.06 0.05 0.00
C -4.492749 -2.837931 0.401164 0.02 0.10 -0.07 0.00
C -3.983180 -1.827732 -0.452064 -0.14 -0.09 -0.24 0.00
C -4.828251 -1.089214 -1.308645 -0.04 -0.04 0.04 0.00
C -4.292898 -0.216924 -2.206027 0.03 0.06 -0.06 0.00
C -2.896079 -0.066984 -2.245839 -0.05 -0.02 -0.04 0.00
N -2.078741 -0.697691 -1.440424 -0.06 -0.15 0.19 0.01
C -2.596681 -1.577257 -0.534569 0.18 0.01 0.14 0.00
H 5.478903 -2.622138 -0.482159 -0.01 0.00 0.01 0.00
H 3.678646 -1.403556 -1.702925 0.01 -0.02 -0.02 0.00
H 4.975238 -3.524182 1.786324 -0.01 0.00 -0.01 0.00
H 3.320468 -3.851033 3.633638 0.00 -0.01 -0.01 0.00
H 1.002599 -3.546585 4.440150 -0.02 0.00 0.00 0.00
H -0.732236 -2.625708 2.972653 0.01 -0.01 0.05 0.00
H -1.563892 -3.956413 1.652708 -0.03 -0.03 0.00 0.00
H -3.960213 -4.422551 1.706670 0.03 0.01 0.00 0.00
H -5.560082 -3.016443 0.443951 0.02 0.02 -0.01 0.00
H -5.900078 -1.245439 -1.249899 0.02 0.00 0.00 0.00
H -4.910967 0.357623 -2.882721 0.00 -0.01 0.00 0.00
H -2.448349 0.614526 -2.957676 -0.02 0.01 -0.01 0.00
Cl -0.071110 1.477524 -3.420252 0.05 0.31 -0.37 0.00
C -0.115361 0.426199 -4.815826 -0.06 0.10 0.04 0.00
C -0.600475 0.984389 -5.984722 0.01 -0.06 -0.01 0.00
C -0.618632 0.219100 -7.138518 0.00 0.01 0.01 0.00
C -0.145832 -1.083014 -7.084150 0.00 -0.04 0.01 0.00
C 0.324596 -1.610903 -5.893723 0.00 -0.07 -0.07 0.00
Cl 0.883468 -3.262207 -5.932576 -0.02 0.11 0.04 0.00
C 0.365737 -0.884651 -4.685944 -0.01 -0.10 0.04 0.00
S 0.950844 -1.560209 -3.197478 0.07 0.02 -0.13 -0.01
H -0.953544 2.007241 -5.982230 0.02 -0.02 0.01 0.00
H -0.995233 0.630581 -8.065926 0.02 -0.01 0.02 0.00
H -0.140954 -1.706810 -7.967941 -0.01 0.00 0.01 0.00
Se -1.140247 3.016152 -0.525319 -0.12 0.49 0.08 0.00
N -1.381125 1.405300 0.259336 -0.08 0.34 0.05 0.00
C -2.146602 1.612603 1.372462 0.12 0.01 -0.04 0.00
C -2.562578 0.615672 2.265114 0.01 0.02 0.01 0.00
C -3.212975 0.974459 3.439865 -0.02 0.10 -0.01 0.00
C -3.461713 2.315886 3.737656 0.02 -0.07 -0.05 0.00
C -3.072809 3.313360 2.851167 0.01 -0.02 -0.05 0.00
C -2.454653 2.979224 1.644197 -0.04 0.15 0.06 0.00
N -2.153756 3.871079 0.635411 0.01 -0.27 0.20 0.00
H -2.356040 -0.425319 2.047480 0.00 -0.01 -0.03 0.00
H -3.529421 0.198565 4.126903 0.01 0.01 0.01 0.00
H -3.974451 2.580108 4.655094 0.02 0.00 0.00 0.00
H -3.268393 4.357814 3.064308 0.00 -0.01 -0.01 0.00
N 0.482951 1.224487 3.317306 0.08 0.03 0.02 0.00
C 1.550117 1.100771 2.496970 -0.13 0.19 -0.09 0.00
N 2.761030 1.555269 2.941642 -0.02 0.02 0.12 0.00
O 1.466999 0.556003 1.395893 0.00 -0.31 -0.27 0.00
H 0.509874 1.880413 4.078011 -0.01 -0.01 0.00 0.00
H -0.431582 1.040573 2.915882 0.09 0.01 0.04 0.00
H 2.765667 2.255151 3.664911 -0.01 0.01 -0.03 0.00
H 3.424543 1.718827 2.197439 0.01 0.01 -0.01 0.00
Cl 3.038603 1.198935 -1.869315 0.22 0.16 0.01 0.00
C 3.177575 2.456091 -0.652282 0.01 -0.05 -0.04 0.00
C 4.430615 2.795345 -0.201934 0.01 0.01 0.00 0.00
C 4.574665 3.810228 0.742186 -0.05 -0.03 -0.03 0.00
C 3.421885 4.440009 1.190702 0.02 -0.01 0.03 0.00
C 2.167645 4.061285 0.746017 0.14 0.05 0.09 0.00
Cl 0.798816 4.858583 1.460987 -0.09 -0.01 -0.03 0.00
C 1.940343 3.030837 -0.213486 -0.21 0.05 -0.19 0.00
N 0.790800 2.566308 -0.702126 0.06 0.34 0.34 0.00
H 5.293571 2.273996 -0.597251 -0.02 0.00 -0.01 0.00
H 5.551081 4.109041 1.097788 -0.01 0.00 -0.01 0.00
H 3.484586 5.240703 1.918152 -0.02 -0.03 0.00 0.00

62
Properties=species:S:1:pos:R:3:forces:R:3:mulliken_spin:R:1 method="wB97M-V/def2-TZVPD" gap_ha="0.2859 / 0.2926" e_above_lowest_kj_mol=0.0 homo_energy_ev="-7.81 / -8.75" charge=0 s_squared=6.0092 multiplicity=5
Rh -2.719715 1.394825 -0.057736 -0.03 0.18 0.19 2.56
O -6.304383 -0.801706 -0.310604 0.21 0.30 -0.02 0.22
C -5.496761 0.072146 -0.250697 0.00 -0.11 0.43 0.11
O -4.820499 0.726184 0.549841 -0.21 -0.19 -0.41 0.20
C -5.010447 0.654783 -2.008341 -0.04 0.14 -0.31 0.17
O -5.965441 0.945467 -2.655092 0.33 -0.15 0.24 0.21
O -3.777921 0.578408 -2.051185 -0.40 0.07 0.08 0.20
N -0.613777 2.491503 0.149568 -0.20 -0.12 -0.09 0.12
C -0.361777 2.665025 -1.286611 -0.16 0.16 0.06 -0.07
C 0.995691 3.228358 -1.679321 0.05 0.10 0.08 0.01
C 2.036299 2.137364 -1.912798 0.11 0.06 -0.07 0.00
C 1.900985 1.468943 -3.287322 -0.12 -0.10 0.12 0.00
N 0.556969 0.967091 -3.618864 0.29 0.01 -0.24 0.00
C -0.100986 0.040475 -2.922241 -0.15 -0.24 -0.03 -0.01
N -1.425327 -0.051368 -3.021374 0.36 -0.03 -0.07 0.00
N 0.564953 -0.807235 -2.131350 -0.15 0.18 -0.01 0.00
C -1.570413 3.419007 -1.898528 -0.10 0.08 -0.02 -0.01
O -1.390658 4.161084 -2.858667 -0.09 -0.31 0.22 0.01
O -2.688267 3.118134 -1.340629 0.11 0.14 -0.27 0.11
H -0.689186 3.389510 0.612378 0.01 0.02 0.08 0.00
H 0.088712 1.937922 0.619358 0.15 -0.10 0.05 -0.01
H -0.472245 1.670214 -1.701910 0.05 0.13 0.23 0.05
H 1.329830 3.916389 -0.897713 0.04 -0.04 -0.01 0.00
H 0.870963 3.828992 -2.582271 -0.05 0.01 -0.01 0.00
H 2.011995 1.407437 -1.095959 -0.01 -0.05 -0.06 0.00
H 3.044374 2.562313 -1.903808 -0.02 -0.01 0.07 0.00
H 2.639569 0.671547 -3.403111 -0.06 -0.04 -0.05 0.00
H 2.115867 2.210924 -4.052627 0.06 -0.01 -0.05 0.00
H -0.009844 1.563012 -4.200618 -0.05 0.08 0.02 0.00
H -1.952928 0.720735 -3.408681 0.00 -0.09 0.03 0.00
H -1.932669 -0.558290 -2.302392 0.03 -0.09 -0.05 0.00
H 1.554094 -0.694233 -2.002154 0.09 -0.01 0.02 0.00
H 0.043832 -1.250032 -1.386683 -0.18 -0.06 0.15 0.00
Cl 1.489763 0.632933 2.421663 -0.17 -0.14 0.10 0.00
C 2.549304 -0.355579 1.470300 -0.07 -0.24 -0.14 0.00
C 3.709864 0.243768 1.005311 0.01 0.04 0.00 0.00
C 4.553696 -0.419965 0.131696 0.02 0.04 -0.01 0.00
C 4.218364 -1.698007 -0.284543 0.04 -0.01 -0.07 0.00
C 3.075923 -2.300939 0.205160 0.01 0.01 0.03 0.00
Cl 2.692543 -3.908720 -0.342699 0.04 -0.04 -0.05 0.00
C 2.204370 -1.681702 1.122959 -0.09 -0.04 0.14 0.00
N 1.073746 -2.364598 1.535815 -0.04 0.50 0.04 0.00
C 0.447613 -2.299760 2.825163 0.17 0.04 -0.08 0.00
C 1.222367 -2.301274 3.977252 0.07 0.09 -0.05 0.00
C 0.618122 -2.225865 5.220874 -0.04 0.01 0.05 0.00
C -0.766035 -2.179719 5.311263 0.00 -0.01 0.01 0.00
C -1.535716 -2.218970 4.158183 -0.02 -0.04 0.01 0.00
C -0.945836 -2.281697 2.901520 -0.04 0.15 -0.12 0.00
C -1.783928 -2.274209 1.646119 0.10 0.06 0.02 0.01
C -1.935262 -0.891550 1.028904 0.24 0.17 0.08 -0.01
O -1.767440 -0.762917 -0.227211 0.10 0.04 -0.09 0.07
O -2.249393 0.086179 1.745933 -0.05 -0.29 -0.09 0.07
H 3.929858 1.255973 1.325015 -0.03 -0.08 -0.02 0.00
H 5.457334 0.056593 -0.226089 -0.05 -0.03 0.02 0.00
H 4.847998 -2.244898 -0.975493 -0.05 0.02 0.04 0.00
H 0.940968 -3.239132 1.057495 0.00 -0.10 -0.05 0.00
H 2.303442 -2.342087 3.889262 -0.06 0.00 0.00 0.00
H 1.225794 -2.207341 6.117150 -0.02 -0.01 -0.03 0.00
H -1.247878 -2.116864 6.279392 0.02 -0.01 -0.04 0.00
H -2.617403 -2.187769 4.226582 0.05 0.02 -0.01 0.00
H -2.794975 -2.623391 1.863276 0.00 0.01 0.07 0.00
H -1.368093 -2.933419 0.887890 -0.05 -0.04 -0.04 0.00

Number 1: DFT total energy -8932.19474 eV. Number 2: DFT total energy -193106.10526 eV. Number 3: DFT total energy -75088.21136 eV.